[1]
Molecular formula: C4H5ClO
Method: DFT, the ωB97M-V functional and the def2-TZVPD basis

HOMO energy   -0.3799 hartree
Frontier orbital gap   10.23 eV
Molecular weight   104.54 g/mol

Each line ends with the Löwdin charge.
Geometry (Å):
O -2.14591 -1.44761 -0.05109  0.064
H 2.27698 0.02741 1.04939  0.122
H 0.39972 -1.43857 0.28121  0.141
Cl -3.44751 0.84836 0.02015  0.568
H 1.79319 1.10016 -0.14803  0.037
C 0.40104 -0.32561 0.03893  -0.118
C -2.00277 -0.28252 0.02291  -0.789
H 2.51062 -0.43865 -0.74029  0.112
H -0.85253 1.43221 -0.35928  0.058
C -0.73286 0.45141 -0.10515  -0.078
C 1.80004 0.07342 -0.00875  -0.117

Atoms 1-2, force components in eV/Å:
O -0.6 -0.5 0.5
H -0.8 -0.5 -1.6

***

[2]
Molecular formula: C4H5ClO
Method: DFT, the ωB97M-V functional and the def2-TZVPD basis

HOMO energy   -0.3746 hartree
Frontier orbital gap   9.82 eV
Molecular weight   104.54 g/mol

Each line ends with the Löwdin charge.
Geometry (Å):
C 0.18189 -0.99226 1.85455  0.086
O -1.41163 -1.00559 -0.51472  0.061
H -0.64820 1.77515 -0.90255  0.091
Cl 2.20246 0.36546 0.29725  0.532
H -0.90517 0.81288 -2.35687  0.099
H -0.78387 -1.41726 1.92158  0.073
H 0.81528 -0.95535 2.65194  0.038
C -0.27157 0.88728 -1.42665  -0.062
H 0.75434 1.13591 -1.78133  0.051
C -0.40974 -0.27580 -0.44584  -0.481
C 0.47620 -0.33042 0.70263  -0.488

Atoms 1-2, force components in eV/Å:
C 0.0 2.1 -3.8
O 2.1 0.9 0.3

***

[3]
Molecular formula: C4H5ClO
Method: DFT, the ωB97M-V functional and the def2-TZVPD basis

HOMO energy   -0.3414 hartree
Frontier orbital gap   10.27 eV
Molecular weight   104.54 g/mol

Each line ends with the Löwdin charge.
Geometry (Å):
H -2.62892 -0.20403 0.58118  0.123
C 0.25376 0.26321 -0.08578  -0.646
C -1.66922 -0.44446 1.03085  -0.182
Cl 1.44951 1.20842 -0.89467  0.653
H -1.73629 -0.61525 2.07865  0.111
C -0.79065 0.66617 0.64194  -0.110
O -1.06613 -1.60695 0.40950  -0.141
C 0.23101 -1.32590 -0.10011  -0.163
H 0.96426 -1.84768 0.54161  0.127
H -1.05872 1.71990 0.89453  0.131
H 0.19764 -1.69451 -1.08410  0.096

Atoms 1-2, force components in eV/Å:
H -0.5 -0.6 0.1
C -0.5 -1.6 0.9

***

[4]
Molecular formula: C4H5ClO2S
Method: DFT, the ωB97M-V functional and the def2-TZVPD basis

HOMO energy   -0.3530 hartree
Frontier orbital gap   9.69 eV
Molecular weight   152.60 g/mol

Each line ends with the Löwdin charge.
Geometry (Å):
H 0.31966 -1.24923 1.61030  0.134
Cl 1.72827 -0.22536 -1.54362  0.674
C -0.73260 -0.09513 0.17435  -0.554
H -2.93650 0.09697 -0.94327  -0.142
C 0.34915 -0.87279 0.59403  -0.309
S -2.05291 -0.89481 -0.94565  0.772
O -1.05788 2.02654 -0.91648  0.075
H 1.22716 0.89984 0.64725  0.046
C -0.29157 1.25385 -0.34820  -0.591
C 1.48893 -1.13399 0.05336  -0.357
H 2.39778 -1.66748 0.55592  0.136
H -1.36346 0.23623 0.94641  0.102
O 0.92397 1.62537 0.11561  0.015

Atoms 1-2, force components in eV/Å:
H -0.4 -0.4 0.2
Cl 0.9 -2.5 0.6

***

[5]
Molecular formula: C4H5ClO3
Method: DFT, the ωB97M-V functional and the def2-TZVPD basis

HOMO energy   -0.3258 hartree
Frontier orbital gap   9.70 eV
Molecular weight   136.53 g/mol

Each line ends with the Löwdin charge.
Geometry (Å):
H 2.74762 -0.85185 -0.09348  0.113
C 1.85240 -0.28459 0.02222  -0.116
O 0.71048 -1.15083 0.00400  -0.034
H -0.65496 -1.36077 -1.52531  0.162
H 1.99805 0.23096 1.07926  0.170
Cl -1.71447 1.97041 -0.74914  0.766
H -1.27437 -0.60460 1.60144  0.067
O 0.59686 0.24096 -1.76347  -0.062
C -0.11141 -0.60114 -0.93159  -0.240
H -2.43781 0.72129 1.95167  0.025
C -1.47321 0.63083 0.09165  -0.746
O 1.59499 0.78387 -0.95547  -0.042
C -1.83416 0.27548 1.26823  -0.064

Atoms 1-2, force components in eV/Å:
H 0.6 -0.5 -1.0
C -0.6 2.0 2.6

***

[6]
Molecular formula: C4H5ClOS
Method: DFT, the ωB97M-V functional and the def2-TZVPD basis

HOMO energy   -0.3298 hartree
Frontier orbital gap   8.39 eV
Molecular weight   136.60 g/mol

Each line ends with the Löwdin charge.
Geometry (Å):
H 1.31325 -2.07000 0.05725  0.095
H 0.38132 -0.73614 1.74395  0.149
H -0.25632 0.52120 -1.75313  0.117
H -0.45387 2.04784 -0.86280  0.118
Cl -2.38061 -0.86059 -0.43425  0.632
O 0.41162 -1.78981 -0.06180  -0.024
C 1.00243 0.55450 0.00960  -0.748
S 2.49165 1.10922 0.15309  0.759
H -1.43915 0.71476 1.04680  0.107
C -0.24166 0.98266 -0.77445  -0.162
C -1.05822 0.12795 0.21035  -0.646
C 0.22956 -0.60158 0.66539  -0.397

Atoms 1-2, force components in eV/Å:
H 0.6 -0.2 0.1
H -0.1 0.0 -0.2

***

[7]
Molecular formula: C4H5ClOS
Method: DFT, the ωB97M-V functional and the def2-TZVPD basis

HOMO energy   -0.3353 hartree
Frontier orbital gap   8.31 eV
Molecular weight   136.60 g/mol

Each line ends with the Löwdin charge.
Geometry (Å):
C -0.02265 -0.47672 0.40901  -0.399
C -1.04728 -1.47998 -0.10751  -0.542
H -1.97576 -1.91510 0.53407  0.111
C 1.38415 1.18251 -0.17347  -0.108
H 1.38036 1.92507 -1.28461  0.183
C -0.13435 1.12853 0.44503  -0.667
H -0.34086 -2.51894 -0.62085  0.184
O 1.12292 -0.31741 -0.54094  -0.188
H 2.21184 1.74475 0.39427  0.116
S -1.05783 2.36908 1.09924  0.654
Cl -1.98338 -0.76103 -1.46602  0.515
H 0.46284 -0.88075 1.31177  0.141

Atoms 1-2, force components in eV/Å:
C 1.3 1.2 -0.8
C -0.4 -3.2 -1.3

***

[8]
Molecular formula: C4H5ClOS
Method: DFT, the ωB97M-V functional and the def2-TZVPD basis

⟨S²⟩   2.013
HOMO energy (spin up / spin down)   -0.2762 / -0.3532 hartree
Frontier orbital gap (spin up / spin down)   8.29 / 9.00 eV
Multiplicity   3
Molecular weight   136.60 g/mol

Each line ends with the Löwdin charge.
Geometry (Å):
C -0.97225 1.94780 0.70559  -0.689
O -2.26403 -0.81577 -0.65033  -0.169
C 1.32876 -2.18069 -0.78711  -0.357
H 2.38830 -2.03162 -0.43112  0.045
Cl -2.46452 1.45541 0.29364  0.806
H 1.00007 2.62513 1.16433  0.056
H 1.42351 -2.12110 -1.89201  0.029
S 0.35816 -0.60926 -0.38680  0.861
H -0.38698 3.46934 1.91024  0.037
H 0.84124 -3.12791 -0.50976  0.042
C -1.16535 -1.30979 -0.66394  -0.552
C -0.08690 2.69848 1.24727  -0.108

Atoms 1-2, force components in eV/Å:
C 0.5 -1.3 -1.4
O 2.0 -2.3 -0.6

***

[9]
Molecular formula: C4H5ClS2
Method: DFT, the ωB97M-V functional and the def2-TZVPD basis

HOMO energy (spin up / spin down)   -0.3016 / -0.3016 hartree
Frontier orbital gap (spin up / spin down)   7.65 / 7.66 eV
Molecular weight   152.67 g/mol

Each line ends with the Löwdin charge.
Geometry (Å):
H -0.90581 2.35609 0.36077  0.057
Cl 1.21457 -2.76558 -0.40227  0.617
C -0.56606 1.41677 -0.09262  -0.522
C 0.33764 -2.22024 0.97255  -0.648
H -0.51749 -1.31402 2.69792  0.034
S -1.92553 0.62529 -0.79313  0.404
C 0.76850 1.10933 -0.51667  -0.225
C -0.46250 -1.76397 1.73827  0.005
H 0.82484 1.47498 -1.53303  0.086
H 1.41933 1.77199 0.00002  0.073
H 1.00199 0.04964 -0.61143  0.011
S -1.18947 -0.74027 -1.82039  0.107

Atoms 1-2, force components in eV/Å:
H 0.6 -0.4 0.2
Cl -1.0 0.5 1.9

***

[10]
Molecular formula: C4H5CrO2
Method: DFT, the ωB97M-V functional and the def2-TZVPD basis

⟨S²⟩   8.775
HOMO energy (spin up / spin down)   -0.2541 / -0.2711 hartree
Frontier orbital gap (spin up / spin down)   6.05 / 6.43 eV
Multiplicity   6
Molecular weight   137.08 g/mol

Each line ends with the Löwdin charge.
Geometry (Å):
O 1.64201 1.06653 0.39391  -0.446
C 1.44810 -0.22835 0.13904  -0.424
C -3.06988 -0.66515 0.31543  0.226
H -0.67439 -0.63276 0.43425  0.127
H -3.76215 -0.70838 1.16458  0.051
H 1.75244 -0.93332 0.92747  0.119
Cr 0.69791 2.64873 0.25813  0.733
H 2.65310 0.13616 -1.62374  0.052
C 1.84718 -0.42684 -1.14818  -0.023
C -1.80384 -0.21625 0.50431  -0.387
H 1.24574 -1.06281 -1.79826  0.036
O -1.97622 1.02245 0.43305  -0.065

Atoms 1-2, force components in eV/Å:
O 0.3 0.1 2.3
C 2.7 2.0 -0.8

***

ΔE to the lowest compared entry with this formula, charge and spin (kcal/mol)
6.8, 13.4, 14.8, 45.4, 150.2, 21.4, 102.4, 26.3, 87.5, 135.1